No. 1
Computed, not measured: a cluster of 10 separate species, C26H60O16S7 in total in a non-equilibrium geometry, with ωB97M-V/def2-TZVPD.

Geometry as XYZ:
```
109
Properties=species:S:1:pos:R:3:lowdin_charge:R:1
H -1.26 -4.70 1.10 0.069
H 2.80 -0.67 0.58 0.020
H 2.57 0.61 -0.50 0.035
S 0.41 -0.08 0.43 0.851
O -0.88 -4.74 -1.52 0.077
H -6.16 -0.85 -0.37 0.098
O 0.39 -5.21 3.52 -0.589
S 1.75 -5.18 2.77 0.844
H -4.92 -3.32 2.40 0.041
H 2.21 -0.99 -1.05 0.067
C 5.44 -1.93 2.70 -0.259
C -0.60 -3.61 -2.15 -0.574
O -0.59 3.94 -6.12 -0.570
H -2.37 -2.62 -0.13 0.080
S -2.52 3.78 0.28 0.893
H 3.50 0.12 2.76 0.031
O 3.40 -2.02 4.53 -0.570
H 5.73 0.20 -1.56 0.100
H 1.63 3.36 -4.24 0.046
H -3.06 -4.77 1.12 0.073
H -5.74 -1.87 3.23 0.060
C -7.05 2.16 -1.58 0.008
H 2.62 -3.57 1.07 0.053
C 1.35 4.68 0.24 -0.233
C 8.27 0.14 -0.61 -0.102
C 1.92 -3.53 1.90 -0.256
C 4.17 0.39 3.57 -0.232
H 2.30 5.18 0.09 0.059
O -3.44 0.23 -3.32 0.163
O -5.10 -0.82 -2.08 0.055
H -2.61 -2.26 3.05 0.060
H -2.18 -0.63 2.55 0.029
H -2.79 -5.39 -1.43 0.151
O 8.52 0.42 -1.97 0.062
O -4.95 0.07 1.72 -0.582
S 4.71 -1.25 4.23 0.838
O 2.95 2.65 1.06 -0.596
H -4.91 3.60 -0.28 0.040
S 1.62 3.26 1.42 0.819
C -5.47 -2.38 2.31 -0.224
S -0.58 2.87 -5.05 0.845
H 9.18 0.39 -0.07 0.133
H -3.51 -3.19 -1.38 0.131
H 0.90 4.42 -0.72 0.015
H 3.77 0.92 4.44 0.050
H -7.05 -0.53 -1.91 0.140
C -6.17 -0.30 -1.31 -0.108
O 7.29 2.09 -1.31 0.073
H 5.41 -0.29 0.08 0.067
H -1.91 4.24 -3.57 0.044
H 1.15 4.65 3.41 0.045
H 2.76 5.06 2.75 0.055
C 2.10 -0.32 -0.19 -0.264
H -0.26 1.51 -1.18 0.013
H 5.06 0.89 3.17 0.048
H -1.35 0.03 -1.29 0.045
H -2.95 3.20 -4.43 0.052
C 1.64 -6.16 1.19 -0.252
H 2.17 -2.64 2.48 0.021
C -4.35 0.23 -2.55 -0.495
O 8.49 2.34 -3.25 0.137
H -4.22 5.10 -1.02 0.059
C -2.18 -4.68 -0.86 -0.262
H 0.39 4.33 -3.33 0.045
O -1.37 3.78 -0.73 -0.597
C -2.47 -3.20 -1.05 -0.132
H 6.30 -1.36 2.36 0.046
C 5.76 0.55 -0.53 -0.018
C -3.01 -1.27 2.87 -0.216
H 2.55 3.66 3.70 0.039
C -0.34 0.43 -1.19 -0.212
C -2.15 -5.11 0.63 0.004
C -4.03 4.08 -0.71 -0.247
C 8.18 1.69 -2.26 -0.509
H -6.36 -2.50 1.69 0.049
H -3.56 1.84 1.43 0.034
H -3.91 3.69 -1.72 0.036
H 0.63 5.28 0.80 0.043
H 1.18 -5.56 0.40 0.031
H -6.59 3.12 -1.79 0.071
H -2.01 2.56 -3.04 0.022
H 2.61 -6.50 0.82 0.045
C -5.92 1.17 -1.17 -0.342
O -4.81 1.41 -2.00 0.028
C 0.66 3.36 -3.75 -0.248
H 8.05 -0.92 -0.45 0.140
C -2.00 3.21 -3.91 -0.280
S -4.25 -1.26 1.51 0.845
H 1.18 -7.12 1.38 0.049
H 0.72 2.70 -2.88 0.024
O -0.27 -1.43 0.67 -0.578
H -7.43 1.85 -2.56 0.085
C 7.16 1.11 -0.29 -0.317
O 0.37 -3.55 -2.87 0.121
H 4.59 -1.86 2.03 0.018
H -3.47 -0.88 3.78 0.063
H 5.66 -2.98 2.90 0.056
C -2.74 2.00 0.73 -0.236
H -5.58 1.36 -0.16 0.113
H 0.89 -3.53 1.53 0.010
H -7.88 2.18 -0.88 0.090
H -2.09 -6.19 0.70 0.086
O -1.60 -2.72 -2.05 0.082
H -2.97 1.46 -0.19 0.043
H 0.30 0.06 -1.99 0.060
H 5.08 1.39 -0.50 0.082
H -1.82 1.69 1.22 0.032
C 2.05 4.25 2.93 -0.241
H 7.27 1.48 0.73 0.151
```

Calculated values
HOMO energy   -8.6 eV
Kohn-Sham gap   8.7 eV
Energy relative to the best compared isomer or geometry (same formula, charge and spin)   171.5 kJ/mol
LUMO energy   0.081 eV

---

No. 2
Computed, not measured: a structure of composition C26H62BN5O8PSi2 in a non-equilibrium geometry, with ωB97M-V/def2-TZVPD.

Geometry as XYZ:
```
105
Properties=species:S:1:pos:R:3:lowdin_charge:R:1
H -5.54 2.09 4.30 0.122
H -3.90 1.95 0.87 0.071
H 0.90 -2.29 0.78 -0.024
C 1.02 -5.16 -5.72 -0.422
P 2.76 -0.12 -0.44 0.760
H -2.81 1.19 -4.24 0.066
H -6.95 4.46 3.04 0.072
Si -1.31 0.06 0.02 0.575
C 2.15 1.63 0.01 -0.502
H 5.37 2.35 4.31 0.073
H -6.56 3.61 5.81 0.133
H 3.01 2.39 -0.29 0.072
H 2.08 -6.75 -5.04 0.064
H 3.89 -0.26 1.94 0.013
H 2.61 -3.78 -5.29 0.107
H 3.00 -5.14 -8.46 0.084
O -3.82 -0.38 -1.65 -0.022
H -0.66 -1.25 -4.59 0.083
H -0.72 -6.10 -6.60 0.070
H 0.67 2.02 -5.25 0.112
H -4.11 -2.85 3.83 0.100
H -3.88 -1.76 1.37 0.103
C -3.65 2.00 -0.28 -0.100
N -7.33 4.21 3.96 0.031
H -7.75 3.29 3.80 0.072
C -0.70 0.72 -4.12 -0.417
H 0.67 2.10 1.82 0.058
H -0.68 1.32 -3.21 0.127
O 0.91 0.06 -5.93 -0.182
C 0.23 0.33 -7.15 -0.117
N -2.17 -2.24 4.77 -0.013
C -5.12 3.10 4.30 -0.193
H -2.79 2.81 -0.41 0.071
H -3.30 4.23 1.82 0.075
C -0.58 -0.81 2.92 -0.051
N 2.39 1.20 5.60 0.045
C -0.95 -1.51 4.31 -0.132
H -3.25 -0.74 -2.39 0.091
H 2.16 1.01 2.32 0.032
H 0.11 1.40 -7.33 0.084
H 1.24 1.90 -0.71 0.065
H 2.88 -6.77 -7.70 0.067
C -2.99 -1.64 2.13 -0.030
H 2.12 -3.72 -6.97 0.112
H 4.18 -0.93 5.95 0.122
H 4.46 -6.04 -7.99 0.080
H -6.35 5.97 5.87 0.074
C 5.88 1.39 4.40 -0.107
H 0.82 -0.10 -7.96 0.084
O 1.65 -4.26 -1.53 -0.193
H -4.22 3.07 4.93 0.119
O 4.94 0.35 4.58 -0.203
H 3.16 0.60 7.45 0.134
C 3.53 1.04 6.52 -0.428
C -3.83 4.41 2.76 -0.104
H 5.49 0.05 6.57 0.116
C -5.64 5.44 5.22 -0.079
C -3.10 -2.26 3.61 -0.137
H 1.97 0.28 5.45 0.060
C 3.42 -5.82 -7.71 -0.125
N 1.30 -6.18 -4.70 0.044
H -1.81 2.13 -5.35 0.074
H 3.65 -2.01 1.10 0.060
C 4.59 0.09 5.94 -0.195
C 2.31 -4.40 -6.13 -0.189
H 6.62 1.43 5.22 0.088
C -1.94 1.14 -4.90 -0.072
C 1.64 -2.95 -1.78 -0.548
H 1.70 -5.71 -3.88 0.063
C 3.91 -0.86 0.93 -0.361
O -0.42 -0.90 -1.16 -0.439
H -4.69 5.36 5.76 0.078
H -0.10 -1.46 5.15 0.093
C -6.19 4.06 4.87 -0.432
H 1.45 0.89 -4.16 0.124
H -0.74 -0.17 -7.15 0.070
H 5.02 -0.73 0.51 0.044
H -4.56 2.34 -0.94 0.074
H -2.20 0.44 -5.70 0.064
B -3.06 0.50 -0.75 -0.449
H 4.23 3.05 5.99 0.063
H -5.49 6.07 4.34 0.063
H -0.64 1.33 0.26 -0.013
N -0.82 -0.69 -3.75 0.057
O 3.43 -5.25 -6.41 -0.193
H -3.10 4.44 3.57 0.093
H 2.77 1.44 4.68 0.057
H 2.41 2.84 1.93 0.077
H 3.37 2.96 7.52 0.075
O -4.77 3.36 2.93 -0.207
O 2.08 -2.41 -3.11 -0.325
C 0.30 -5.82 -6.89 -0.089
H 0.47 -0.28 2.78 0.070
H -4.35 5.36 2.67 0.073
H -0.04 -0.94 -3.15 0.029
H 0.23 -5.14 -7.75 0.070
H 0.79 -6.74 -7.23 0.056
C 1.80 1.87 1.60 -0.214
H 6.42 1.22 3.46 0.089
C 0.62 1.00 -4.88 -0.187
H 0.33 -4.42 -5.29 0.135
Si 1.06 -1.58 -0.49 0.415
C -1.65 -0.82 1.70 -0.202
H 5.02 2.35 7.40 0.076
C 4.07 2.43 6.87 -0.078
```

Calculated values
HOMO energy   -4.7 eV
Kohn-Sham gap   6.1 eV
LUMO energy   1.395 eV
Total charge   -1

---

No. 3
Computed, not measured: a cluster of 8 separate species, C26H62Cl6O10 in total in a non-equilibrium geometry, with ωB97M-V/def2-TZVPD.

Geometry as XYZ:
```
104
Properties=species:S:1:pos:R:3:lowdin_charge:R:1
C -12.87 4.08 21.81 -0.168
H -19.13 15.33 21.70 0.080
C -12.16 5.68 26.71 -0.241
Cl -12.55 7.53 23.37 0.624
C -14.28 3.73 23.69 -0.105
H -11.09 3.04 21.07 0.110
C -15.45 11.78 18.76 -0.108
H -9.67 7.34 19.59 0.133
C -12.02 14.68 21.30 -0.201
H -9.87 9.25 21.00 0.086
H -7.22 5.32 22.43 0.092
C -13.60 16.35 21.90 -0.079
H -14.99 4.51 23.41 0.065
H -12.23 5.17 27.67 0.106
H -7.89 5.49 19.88 0.132
H -13.53 10.08 22.34 0.046
O -16.10 12.74 19.58 -0.162
C -9.40 8.75 21.84 -0.115
H -10.17 12.90 23.10 0.084
H -14.36 11.88 18.70 0.075
H -10.56 6.51 20.83 0.116
C -18.75 15.71 20.75 -0.099
C -10.74 12.01 22.84 -0.075
C -17.05 5.56 26.26 -0.628
C -14.93 12.80 23.51 -0.603
C -11.75 13.17 20.99 -0.197
O -13.35 14.95 21.65 -0.213
H -16.24 5.63 28.22 0.061
H -16.19 16.02 20.23 0.110
H -11.25 7.61 30.10 0.087
H -17.31 4.87 25.46 0.072
H -13.30 13.71 24.74 0.070
H -8.56 9.32 22.24 0.090
C -16.51 14.99 20.35 -0.180
H -15.28 9.78 22.25 0.052
H -11.05 2.71 18.35 0.078
H -11.22 3.68 25.38 0.087
H -12.87 16.70 22.62 0.088
H -16.25 14.82 21.39 0.097
H -15.16 13.79 23.10 0.042
H -14.56 16.47 22.42 0.083
H -12.18 4.60 22.47 0.091
H -13.65 16.93 20.98 0.091
O -10.87 5.57 26.14 -0.176
C -15.71 14.06 19.40 -0.209
Cl -13.27 11.37 25.22 0.613
H -12.23 1.53 17.95 0.086
H -12.99 7.58 29.60 0.090
C -10.50 4.24 25.96 -0.116
H -11.34 14.92 22.11 0.119
H -14.62 13.13 25.68 0.049
H -11.79 6.19 29.45 0.078
O -8.91 4.48 21.35 -0.182
H -8.09 4.00 23.18 0.081
H -13.55 4.18 24.36 0.045
C -16.61 4.86 27.54 -0.621
H -14.64 14.18 19.55 0.101
H -12.27 7.77 26.16 0.087
O -11.61 7.69 28.08 -0.176
H -19.66 15.99 20.22 0.080
H -11.61 4.37 20.15 0.096
H -10.40 3.85 26.97 0.087
H -11.76 15.20 20.38 0.127
O -8.78 7.58 21.34 -0.199
C -14.02 12.89 24.81 -0.645
C -11.99 3.48 20.66 -0.126
H -8.92 5.56 22.98 0.083
C -8.88 5.45 20.33 -0.239
H -11.08 1.13 19.24 0.088
H -12.56 12.96 20.30 0.106
H -13.61 4.81 21.47 0.111
H -15.79 11.75 17.73 0.085
H -17.92 6.23 26.35 0.071
C -11.98 7.26 29.36 -0.120
H -13.48 7.21 27.34 0.083
H -17.29 4.18 28.05 0.064
H -12.89 5.28 26.01 0.070
H -9.45 5.02 19.51 0.113
C -8.20 4.87 22.54 -0.074
H -10.08 11.46 22.17 0.063
C -11.68 1.94 18.80 -0.148
Cl -15.75 6.62 25.73 0.642
H -10.81 11.42 23.75 0.062
Cl -14.24 8.60 20.53 0.539
O -13.73 3.08 22.48 -0.177
Cl -16.46 11.96 23.94 0.542
H -14.82 7.38 22.95 0.040
H -15.59 10.76 19.11 0.049
C -14.30 9.32 22.20 -0.620
H -10.90 12.81 20.41 0.132
C -14.19 8.22 23.23 -0.679
Cl -15.24 3.75 27.23 0.569
H -14.89 3.05 24.28 0.061
H -14.54 8.63 24.18 0.033
O -12.59 2.60 19.62 -0.186
C -9.55 6.76 20.50 -0.217
H -10.08 8.53 22.66 0.042
H -9.49 4.08 25.58 0.081
O -17.92 14.76 20.05 -0.160
O -11.94 12.36 22.09 -0.212
H -14.43 12.21 22.74 0.036
H -18.25 16.65 20.99 0.076
H -15.88 14.39 18.37 0.125
C -12.44 7.14 27.03 -0.198
```

Calculated values
HOMO energy   -9.3 eV
Kohn-Sham gap   9.7 eV
Energy relative to the best compared isomer or geometry (same formula, charge and spin)   194.6 kJ/mol
LUMO energy   0.446 eV

---

No. 4
Computed, not measured: a cluster of 4 separate species, C26H62N4O8PS in total in a non-equilibrium geometry, with ωB97M-V/def2-TZVPD.

Geometry as XYZ:
```
102
Properties=species:S:1:pos:R:3:lowdin_charge:R:1
H -0.31 -2.20 2.98 0.131
C 4.91 0.16 1.36 -0.212
H -0.37 -2.11 5.98 0.143
H 1.91 4.25 -3.46 0.133
H -4.83 5.76 -1.44 0.051
C 0.83 -1.86 2.97 -0.134
H -1.59 -1.37 -2.99 0.070
C 1.74 3.09 -3.31 -0.162
H 2.57 3.58 -1.13 0.126
O -0.72 3.35 -2.43 -0.249
H 0.03 -8.68 -1.04 0.089
H -7.31 6.08 -4.13 0.074
C 4.83 1.90 -0.74 -0.208
H 3.00 -0.19 2.64 0.089
H 1.40 -3.14 4.81 0.128
C 2.73 -2.20 -0.48 -0.185
C 0.59 1.06 6.18 -0.129
C -2.12 3.14 -2.84 -0.111
H 0.21 -4.29 2.66 0.144
H -2.77 2.70 -1.95 0.087
H -1.37 -2.59 1.11 0.153
H -0.47 -0.60 4.85 0.121
H -5.35 6.92 0.21 0.077
H 2.67 -3.66 -2.05 0.109
H 5.86 1.36 -0.92 0.112
C -7.03 5.38 -4.92 -0.170
H 4.80 -2.46 3.70 0.135
H 4.53 2.43 -2.98 0.124
H 2.31 2.47 -4.16 0.123
H -2.04 -5.16 0.51 0.097
H -4.82 2.92 -1.52 0.065
H 2.62 -1.50 -1.44 0.155
C 3.91 1.89 -2.11 -0.217
H -6.66 9.34 -0.51 0.086
H 3.68 0.75 -2.38 0.104
C 4.10 -0.59 2.61 -0.200
H 0.75 -6.84 -2.21 0.042
H -1.74 -8.23 -1.53 0.095
C 0.37 -1.73 -0.14 -0.239
H 1.03 1.79 7.01 0.114
N 1.69 -1.86 0.56 -0.003
H 0.05 0.31 -0.31 0.121
N 2.71 -3.62 -0.98 0.032
H -2.64 4.16 -3.17 0.108
H 2.45 -1.48 4.68 0.121
C -0.90 -5.39 0.55 -0.136
C -0.92 -8.04 -0.70 -0.088
N 0.01 -4.19 0.39 -0.179
C 4.34 -2.18 2.63 -0.209
H -1.60 -3.52 -3.49 0.091
H -7.75 5.45 -5.74 0.080
C 0.83 -4.12 1.65 -0.121
S -3.83 -3.25 -0.72 0.274
H -1.23 -8.50 0.35 0.088
H 0.79 -0.69 2.72 0.127
H -6.09 8.89 1.12 0.080
H -6.19 3.96 -1.06 0.082
H 5.39 -0.64 0.61 0.102
H -7.02 4.36 -4.53 0.072
C 0.30 -1.26 5.48 -0.204
H -0.71 -5.95 1.59 0.138
C 1.42 -1.99 4.48 -0.139
C -6.47 8.50 0.17 -0.149
C 3.17 -3.21 2.32 -0.151
C 0.15 2.65 -3.39 -0.239
H 3.56 -3.98 1.49 0.122
P -1.96 -2.92 -1.31 0.449
H 5.24 -2.40 1.87 0.121
H -5.12 5.63 -4.66 0.065
C -5.10 3.88 -1.08 -0.161
O -0.26 -0.44 0.29 -0.053
C 4.01 1.30 0.59 -0.206
H 3.02 -3.91 3.28 0.145
O -2.03 -1.32 -2.09 -0.292
H 2.96 0.94 0.22 0.073
H 4.62 -0.14 3.59 0.133
O -1.49 -4.02 -2.61 -0.278
H 5.11 3.04 -0.52 0.121
H 1.08 1.41 5.16 0.098
H -2.21 2.39 -3.75 0.100
H 5.85 0.74 1.81 0.132
C 2.46 2.69 -1.89 -0.212
H 1.76 1.89 -1.35 0.083
O -4.56 4.93 -1.86 -0.145
O 0.91 -0.35 6.47 -0.249
O -5.74 5.70 -5.41 -0.132
H 1.93 -0.87 0.88 0.154
H -4.70 3.94 -0.06 0.081
H 1.59 -5.04 1.61 0.151
N 0.53 -6.07 -1.55 0.064
H 0.45 -1.64 -1.33 0.170
H 3.63 -4.04 -0.73 0.083
C 1.71 -2.70 1.81 -0.280
C -0.73 -2.90 0.16 -0.291
C -0.40 -6.48 -0.61 -0.266
H -0.57 1.29 6.14 0.104
O -5.50 7.65 -0.41 -0.140
H -0.01 1.48 -3.23 0.121
H 3.88 2.20 1.32 0.124
H -7.40 7.95 0.33 0.080
H 3.85 -2.00 -0.11 0.141
H -0.22 2.91 -4.48 0.128
```

Calculated values
HOMO energy   -11.2 eV
Kohn-Sham gap   8.6 eV
LUMO energy   -2.667 eV
Total charge   +1